Entry 1:
This record from the OMol25 dataset describes a cluster of 2 separate species, C4H15N3O in total. The level of theory is ωB97M-V/def2-TZVPD.

```
23
Properties=species:S:1:pos:R:3:forces:R:3
C 0.93608 0.35559 1.96524 3.6 0.6 -1.6
C -0.47284 0.09194 1.66517 -3.5 3.1 1.1
C -1.03574 0.21168 0.28805 1.2 1.0 0.2
C -1.38003 1.39666 -0.32944 0.6 0.6 2.5
N -1.61424 1.56474 -1.62204 -0.1 1.1 -1.2
N -0.86953 -1.05025 -0.46055 0.1 -0.9 -0.1
N 1.84362 -0.87955 1.52937 -3.9 1.1 0.5
H 1.43651 1.17367 1.40894 -1.0 -0.3 -0.6
H 1.29375 0.70633 2.90281 -0.6 -0.7 1.6
H -0.89369 -0.76764 2.16062 0.0 -0.4 0.6
H -1.05690 1.00293 2.12335 1.2 -1.7 0.0
H -1.49928 2.36186 0.35983 0.5 -2.3 -1.6
H -1.49028 2.42091 -2.16766 -0.3 0.0 1.0
H -1.72710 0.80929 -2.23915 -0.2 -1.1 -0.7
H -1.75155 -1.55993 -0.39597 -0.3 -0.1 -0.5
H -0.18657 -1.79225 0.00111 -1.5 2.2 -2.1
H -0.70386 -0.75535 -1.45381 0.7 -1.3 0.6
H 1.20679 -1.47120 1.02425 0.6 -0.4 -0.4
H 2.64072 -0.69854 1.04415 2.5 1.6 -3.0
H 2.27958 -1.42721 2.18622 0.4 -1.8 3.4
H 1.61708 -1.61963 -2.95079 0.2 -5.6 -4.9
H 2.25607 -0.43819 -2.55185 5.8 4.7 -1.6
O 1.59687 -0.96561 -2.38920 -6.2 0.9 6.6
```
Positions in Å, forces in eV/Å.

Values from the calculation:
Molecular weight   121.18 g/mol
Spin multiplicity   1
Charge   +2
Energy relative to the best compared isomer or geometry (same formula, charge and spin)   100.30 kcal per mole
HOMO   -16.28 eV



Entry 2:
This record from the OMol25 dataset describes an isolated molecule of C7H12N2O. The level of theory is ωB97M-V/def2-TZVPD.

```
22
Properties=species:S:1:pos:R:3:forces:R:3
C -1.25338 2.46567 0.18372 0.2 1.1 -1.8
C -1.43687 1.01712 0.53257 3.0 0.3 0.7
C 2.32957 -0.99626 0.36657 -1.5 1.7 -2.1
C -0.83776 -0.03449 -0.44062 0.4 1.3 0.5
C 3.46911 -1.17376 1.14641 1.7 1.8 4.1
C -1.26898 0.25179 -1.88257 0.6 0.0 0.4
C -1.08000 -1.46417 0.02816 -1.5 2.0 -1.1
N 1.47062 -0.24804 0.02698 2.1 -3.3 1.8
N 0.57335 0.36657 -0.43687 -1.3 2.3 -2.1
O -2.11263 3.28214 0.45100 0.7 -0.4 0.1
H -0.36786 2.78812 -0.46833 -0.6 -0.4 1.0
H -0.85674 0.93109 1.48796 -0.6 -0.2 -0.4
H -2.43591 1.06051 0.74598 -2.8 -1.1 0.5
H 3.64796 -0.46418 2.09063 -0.4 -0.4 -2.3
H 4.40831 -1.32755 0.67112 0.6 0.1 -0.8
H 3.33067 -2.00080 1.75063 -0.3 -2.5 0.9
H -2.28929 0.52830 -1.85329 -1.3 0.3 -0.3
H -1.18544 -0.66967 -2.43384 0.2 -0.1 -0.6
H -0.67429 1.07600 -2.34075 -0.4 -0.8 0.4
H -0.51483 -1.68717 0.85763 1.0 -0.3 2.4
H -0.76645 -2.15177 -0.69261 0.3 -1.1 -1.4
H -2.14917 -1.54945 0.20952 0.0 -0.4 0.2
```
Positions in Å, forces in eV/Å.

Values from the calculation:
Molecular weight   140.19 g/mol
Spin multiplicity   1
Charge   0
Energy relative to the best compared isomer or geometry (same formula, charge and spin)   109.97 kcal per mole
HOMO   -8.01 eV



Entry 3:
This record from the OMol25 dataset describes a cluster of 2 separate species, C4H10BN in total. The level of theory is ωB97M-V/def2-TZVPD.

```
16
Properties=species:S:1:pos:R:3:forces:R:3
B 0.90554 -0.11837 0.07699 0.1 0.8 0.6
C 2.34918 -0.50078 -0.07864 0.2 0.2 -0.1
C 2.00004 0.95240 0.12017 0.7 0.2 1.7
C -1.23049 -1.49869 -0.00262 0.7 -3.0 4.2
C -1.87755 1.36113 0.04599 2.6 -0.3 -0.2
N -0.33266 -0.47255 -0.04876 -1.4 1.8 0.0
H 2.81250 -1.07310 0.65227 0.9 -0.6 1.5
H 2.62697 -0.80409 -1.03128 0.6 -0.5 -1.8
H 2.01409 1.50725 -0.75588 0.2 1.1 -1.7
H 2.44539 1.52358 0.95640 -0.6 -0.6 -0.3
H -1.86911 -1.47477 -0.79212 -1.9 -0.4 -2.4
H -0.72262 -2.53814 0.16420 -0.5 1.6 -0.9
H -1.83356 -1.49344 0.96329 0.3 0.3 -1.0
H -1.03008 1.97010 0.23288 0.4 0.6 0.7
H -2.12852 1.41707 -0.96310 -1.1 -0.4 -1.3
H -2.30158 0.81091 0.81672 -1.1 -0.6 0.9
```
Positions in Å, forces in eV/Å.

Values from the calculation:
Molecular weight   82.94 g/mol
Spin multiplicity   1
Charge   0
Energy relative to the best compared isomer or geometry (same formula, charge and spin)   120.59 kcal per mole
HOMO (alpha / beta)   -8.02 / -7.99 eV



Entry 4:
This record from the OMol25 dataset describes a structure of composition C29H25AlN5. The level of theory is ωB97M-V/def2-TZVPD.

```
60
Properties=species:S:1:pos:R:3:forces:R:3
Al 0.25281 -0.45216 0.20709 -0.2 -0.1 0.0
N 1.93106 -1.34049 -0.39960 0.0 0.1 -0.1
C 3.06316 -0.50861 0.02416 0.0 0.0 0.0
C 4.00095 -0.15876 -0.93355 0.0 0.0 0.0
C 5.05832 0.67057 -0.60132 0.0 0.0 -0.1
C 5.16959 1.13792 0.69776 0.0 0.0 0.0
C 4.22682 0.78113 1.64654 0.0 0.0 0.0
C 3.14531 -0.04890 1.34146 0.0 0.0 0.0
C 2.12629 -0.32678 2.39365 0.0 0.0 0.0
C 2.55002 -0.50994 3.71015 0.0 0.0 0.0
C 1.62466 -0.65286 4.73063 0.0 0.0 0.0
C 0.26814 -0.61014 4.44567 0.0 0.0 0.0
C -0.14996 -0.45724 3.13221 0.0 0.0 0.0
C 0.75609 -0.31674 2.07749 0.1 -0.1 0.0
H 1.92020 -1.39229 -1.41619 0.0 0.0 0.0
H 2.03430 -2.29065 -0.04775 0.0 0.0 0.1
H 3.90136 -0.53096 -1.94675 0.0 0.0 0.0
H 5.78317 0.94951 -1.35330 0.0 0.0 0.0
H 5.98473 1.79427 0.97063 0.0 0.0 0.0
H 4.29948 1.18242 2.64846 0.0 0.0 0.0
H 3.60828 -0.54788 3.93684 0.0 0.0 0.0
H 1.96272 -0.79573 5.74852 0.0 0.0 0.0
H -0.45677 -0.70481 5.24379 0.0 0.0 0.0
H -1.21742 -0.44181 2.93004 0.0 0.0 0.0
C 0.42798 5.03361 -0.17073 0.0 0.0 0.0
C 1.42273 4.11547 0.14811 0.0 0.0 0.0
C 1.25719 2.77287 -0.13444 0.0 0.0 0.0
C 0.07956 2.31648 -0.73494 0.0 0.0 0.0
C -0.91555 3.23611 -1.06109 0.0 0.0 0.0
C -0.73203 4.58386 -0.77646 0.0 0.0 0.0
N -0.03113 0.94340 -1.01274 0.0 0.0 0.1
N -1.32827 0.56481 -1.49093 0.0 0.1 0.0
C -2.03553 -1.67097 -1.26733 0.2 0.1 0.0
C -2.59999 -2.81767 -2.00184 0.0 -0.1 0.0
C -2.68169 -4.02971 -1.36438 0.0 0.0 0.0
C -2.07641 -4.17590 -0.11619 0.0 0.0 0.0
C -1.26846 -3.17739 0.48262 0.0 0.1 0.0
C -1.16696 -1.93731 -0.07574 -0.1 0.1 -0.1
H 0.56094 6.08443 0.04608 0.0 0.0 0.0
H 2.34045 4.45011 0.61482 0.0 0.0 0.0
H 2.05032 2.07088 0.09679 0.0 0.0 0.0
H -1.83336 2.90134 -1.52534 0.0 0.0 0.0
H -1.51263 5.28856 -1.03353 0.0 0.0 0.0
H -3.01934 -2.64300 -2.98422 0.0 0.0 0.0
H -3.19936 -4.86326 -1.81669 0.0 0.0 0.0
H -2.16130 -5.13613 0.38071 0.0 0.0 0.0
H -0.70007 -3.43842 1.36891 0.0 0.0 0.0
N -3.87970 -1.62119 0.38423 0.0 0.0 0.0
C -3.44873 -1.18375 -0.84051 -0.1 0.0 0.1
C -4.25830 -0.49037 -1.67588 0.0 0.0 0.0
C -4.00329 0.03788 -2.99825 0.0 0.0 0.0
C -2.83270 0.39076 -3.54588 0.0 0.0 0.0
C -1.50214 0.27668 -2.93276 0.0 0.1 0.0
N -1.16264 -0.76633 -2.01165 0.0 -0.2 0.1
H -4.80584 -1.32969 0.65608 0.0 0.0 0.0
H -3.20612 -1.62886 1.13528 0.0 0.0 0.0
H -5.22495 -0.21689 -1.26162 0.0 0.0 0.0
H -4.89491 0.25635 -3.57453 0.0 0.0 0.0
H -2.84495 0.83048 -4.53520 0.0 0.0 0.0
H -0.65617 0.54363 -3.55736 0.0 0.0 0.0
```
Positions in Å, forces in eV/Å.

Values from the calculation:
Molecular weight   470.54 g/mol
Spin multiplicity   1
Charge   +1
Energy relative to the best compared isomer or geometry (same formula, charge and spin)   148.72 kcal per mole
HOMO   -9.80 eV



Entry 5:
This record from the OMol25 dataset describes a cluster of 2 separate species, C5H13N3 in total. The level of theory is ωB97M-V/def2-TZVPD.

```
21
Properties=species:S:1:pos:R:3:forces:R:3
H 0.35507 0.39785 2.63315 -0.2 0.1 0.0
N 0.56215 0.36332 1.63892 0.3 0.4 0.3
C -0.44739 0.46182 0.86561 0.1 -0.6 0.3
N -1.73921 0.51728 1.29132 -0.3 0.2 0.0
C -0.18195 0.39024 -0.61738 0.4 0.0 -0.4
C 0.46333 1.70716 -1.06403 -0.1 -0.1 0.0
C -1.40520 0.06316 -1.46790 0.2 -0.1 0.1
H -2.47982 0.73378 0.64828 0.0 0.0 0.1
H -1.92398 0.64435 2.27374 0.0 0.0 -0.2
H 0.59447 -0.39636 -0.73957 -0.6 0.4 0.0
H -0.22761 2.54016 -0.93142 0.0 0.1 0.0
H 0.73898 1.64973 -2.11451 0.0 0.0 -0.1
H 1.35665 1.89780 -0.47759 0.1 0.1 0.0
H -1.90969 -0.83180 -1.10766 -0.1 -0.1 0.0
H -1.09161 -0.11594 -2.49465 0.0 0.0 -0.1
H -2.11770 0.88931 -1.48667 -0.1 0.1 0.0
C 1.87731 -2.58101 0.56815 -0.5 -0.2 -0.2
N 2.39075 -1.44795 0.44872 0.8 1.4 1.0
H 2.41664 -3.45549 0.21317 0.0 -0.1 -0.3
H 0.86807 -2.78654 0.95062 0.0 0.1 0.4
H 1.90074 -0.64084 0.96971 0.1 -1.5 -1.1
```
Positions in Å, forces in eV/Å.

Values from the calculation:
Molecular weight   115.18 g/mol
Spin multiplicity   1
Charge   0
Structure (SMILES)   [H]/N=C(\N)C(C)C.C=N
Energy relative to the best compared isomer or geometry (same formula, charge and spin)   21.60 kcal per mole
HOMO   -8.52 eV



Entry 6:
This record from the OMol25 dataset describes a structure of composition C3H3O3. The level of theory is ωB97M-V/def2-TZVPD.

```
9
Properties=species:S:1:pos:R:3:forces:R:3
C -1.36398 -1.81290 0.24311 -1.0 -1.0 1.7
C -0.15152 -1.17762 0.39028 -2.1 -3.5 0.8
C 0.88113 0.79561 -0.36643 1.5 0.4 2.5
O -0.74462 -1.67679 -0.90651 -0.7 -0.4 -1.7
O 1.46281 1.87044 0.12948 -1.4 -1.1 -0.9
O 0.39488 -0.02481 0.52722 0.2 3.1 -0.7
H -2.41600 -2.56434 0.62102 3.5 2.8 -1.3
H 1.17714 0.54500 -1.36176 -0.4 -0.4 -0.7
H 1.06452 2.07872 0.99357 0.3 0.2 0.2
```
Positions in Å, forces in eV/Å.

Values from the calculation:
Molecular weight   87.05 g/mol
Spin multiplicity   1
Charge   +1
Energy relative to the best compared isomer or geometry (same formula, charge and spin)   130.79 kcal per mole
HOMO (alpha / beta)   -13.53 / -13.51 eV